# 1
Here is a molecular structure, C4H13N3O from the Open Molecules 2025 dataset. Energies are from the ωB97M-V functional and the def2-TZVPD basis.

```
21
Properties=species:S:1:pos:R:3:forces:R:3:lowdin_charge:R:1
O 0.7810 2.3562 1.5753 -0.32 -0.06 -0.11 -0.113
N -1.4621 -1.3435 -0.1596 1.11 -0.69 0.54 -0.138
N -1.7098 -1.4788 -1.5837 0.21 -0.02 0.00 -0.102
N 0.4111 -0.4329 1.6720 -0.19 0.05 -1.62 0.136
C 0.2700 -0.3403 0.3029 -2.15 -2.32 -0.32 -0.499
C -0.5107 0.7321 -0.2479 4.36 5.04 1.39 -0.088
C 1.3601 -0.9418 -0.5380 -0.32 -0.01 -0.26 -0.033
C 0.7342 2.1340 0.1773 -2.32 -0.93 -0.74 -0.167
H 1.9372 -1.7027 -0.0061 -0.17 0.02 0.00 0.080
H -0.3014 0.0359 2.2176 0.54 -0.68 0.27 0.103
H -0.1144 2.2429 1.9294 0.38 0.27 -0.17 0.072
H 0.3278 3.0037 -0.3460 0.08 0.09 0.01 0.078
H 1.7509 1.9549 -0.1721 -0.16 -0.29 0.05 0.083
H 2.0600 -0.1770 -0.8821 -0.02 0.03 0.09 0.077
H -1.0130 -2.2252 0.1043 -0.41 -0.11 -0.05 0.031
H -0.5659 0.8087 -1.3262 -0.34 -0.41 0.07 0.096
H 0.8923 -1.3792 -1.4318 0.13 0.04 0.19 0.075
H -2.1126 -2.3946 -1.7902 0.24 0.17 0.18 0.057
H 1.0506 -1.1415 2.0033 -0.56 0.30 0.44 0.104
H -2.4442 -0.8202 -1.8387 0.18 -0.06 0.27 0.053
H -1.3411 1.1092 0.3402 -0.26 -0.43 -0.22 0.094
```
Positions in Å, forces in eV/Å.

The calculated total energy is -10872.1870 eV. As for the HOMO energy: -6.66 eV. The frontier orbital gap comes out at 0.278 hartree. The max |F| is 6.81 eV/Å. Its energy relative to the best compared isomer or geometry (same formula, charge and spin) is 529.8 kJ/mol. Its molar mass is 119.17 g/mol.



# 2
Here is 2 unconnected molecules or ions with the total composition C4H13N3O2 from the Open Molecules 2025 dataset. Energies are from the ωB97M-V functional and the def2-TZVPD basis.

```
22
Properties=species:S:1:pos:R:3:forces:R:3:lowdin_charge:R:1
O -2.4610 -0.0084 -1.1154 0.09 0.16 -0.32 -0.056
O 1.4568 -0.2704 -0.8730 -1.23 1.99 0.04 -0.290
N -0.8314 -1.9768 -0.0947 0.45 -0.07 -0.74 0.135
N -2.0064 0.0048 0.2236 -0.52 -0.77 0.45 -0.058
N -1.7749 -1.5754 1.9873 0.17 -0.25 0.30 0.115
C 0.3501 0.9167 -0.3498 3.85 -1.55 -0.96 -0.115
C 2.6415 -0.4481 -0.1564 0.02 0.31 0.40 -0.181
C 0.7597 2.3710 -0.3575 0.89 -0.49 -0.13 -0.079
C -1.5731 -1.2318 0.7823 -0.25 1.21 -0.19 -0.581
H -2.5259 -0.9280 -1.4200 0.03 0.01 0.43 0.095
H 3.3876 0.3193 -0.3952 0.02 -0.01 0.04 0.075
H 1.2282 2.6611 0.5822 -0.04 0.10 -0.04 0.073
H 0.3277 0.5374 0.6705 -1.22 -0.07 -0.44 0.098
H -0.1300 -1.4798 -0.6796 -0.56 -0.23 0.62 0.085
H 1.4752 2.5366 -1.1640 -0.03 0.13 -0.08 0.083
H 2.4702 -0.4315 0.9316 0.03 -0.02 -0.02 0.081
H -0.4325 -2.7903 0.3486 -0.09 -0.03 0.05 0.100
H -2.4163 -0.9703 2.4904 -0.05 0.01 -0.20 0.034
H 3.0628 -1.4265 -0.4110 -0.08 0.10 -0.04 0.081
H -0.2195 0.6878 -1.2407 -1.11 -0.11 0.93 0.095
H -2.6845 0.5012 0.7904 -0.19 -0.39 -0.13 0.132
H -0.1043 3.0014 -0.5495 -0.17 -0.01 0.05 0.078
```
Positions in Å, forces in eV/Å.

The calculated total energy is -12920.5018 eV. As for the HOMO energy: -8.97 eV. The frontier orbital gap comes out at 0.360 hartree. Its SMILES is [H]/N=C(/N)NO.CCOC. The max |F| is 4.26 eV/Å. Its energy relative to the best compared isomer or geometry (same formula, charge and spin) is 412.9 kJ/mol. Its molar mass is 135.17 g/mol.



# 3
Here is 2 unconnected molecules or ions with the total composition C4H13N4O from the Open Molecules 2025 dataset. Energies are from the ωB97M-V functional and the def2-TZVPD basis.

```
22
Properties=species:S:1:pos:R:3:forces:R:3:lowdin_charge:R:1
O 0.5087 -1.0873 -0.9852 -0.20 -0.94 -0.09 0.001
N -0.9084 2.3366 1.9792 0.61 -0.07 0.70 -0.062
N 0.7098 1.2067 0.5969 0.37 0.65 -0.52 0.059
N 1.0587 -2.1105 -2.8902 0.14 -1.25 0.10 0.154
N -1.5630 0.4647 0.6104 -0.87 0.56 0.29 0.081
C -0.5817 1.3004 1.1151 0.85 -0.99 -0.24 -0.508
C -0.0491 3.4668 2.1600 -0.03 1.57 -0.79 -0.151
C 0.6148 -2.1446 -1.5933 -0.89 1.35 -0.82 -0.546
C 0.1330 -3.4350 -0.9751 1.05 -0.08 0.30 0.000
H 0.8173 -3.4700 -0.1181 -0.60 -0.58 0.26 0.095
H 1.0104 3.3884 1.9058 -0.16 -1.10 0.26 0.064
H 0.7851 0.6791 -0.2734 -0.21 0.35 0.57 0.034
H 1.4521 0.9366 1.2323 -0.15 -0.22 0.10 0.069
H 1.6021 -2.8787 -3.2557 -0.38 -0.03 -0.07 0.101
H 1.2094 -1.2222 -3.3238 0.25 0.41 0.24 0.101
H -2.5092 0.8051 0.6232 -0.01 -0.26 -0.32 0.060
H -0.1094 3.8270 3.1937 -0.09 0.14 -0.28 0.073
H -0.9102 -3.4308 -0.6728 0.06 0.69 0.26 0.086
H -1.8496 2.5044 2.2760 -0.20 -0.33 -0.21 0.101
H -1.3510 -0.4368 0.2326 0.11 -0.01 0.08 0.044
H -0.3126 4.2639 1.4277 -0.18 0.17 0.63 0.075
H 0.2109 -4.3468 -1.5503 0.52 -0.02 -0.47 0.069
```
Positions in Å, forces in eV/Å.

As for the expectation value of S²: 0.75. The calculated total energy is -12364.7296 eV. As for the HOMO energy (spin up / spin down): -3.18 / -8.01 eV. The frontier orbital gap (spin up / spin down) comes out at 0.142 / 0.318 hartree. The max |F| is 1.81 eV/Å. Its energy relative to the best compared isomer or geometry (same formula, charge and spin) is 62.3 kJ/mol. Its molar mass is 133.18 g/mol. The spin multiplicity is 2.



# 4
Here is 2 unconnected molecules or ions with the total composition C4H13N4O from the Open Molecules 2025 dataset. Energies are from the ωB97M-V functional and the def2-TZVPD basis.

```
22
Properties=species:S:1:pos:R:3:forces:R:3:lowdin_charge:R:1
O -1.8358 1.2468 0.1601 0.42 -0.32 -0.18 -0.006
N 0.3687 -0.3800 0.4519 -0.10 0.29 -0.07 0.244
N 2.3348 0.7946 0.4086 -0.41 -0.16 -0.18 0.164
N 2.3225 -1.5179 0.8782 -0.01 0.19 -0.30 0.049
N -2.9274 2.0705 -1.6187 0.23 -0.46 -0.22 0.172
C 1.6635 -0.4052 0.5761 0.42 -0.49 0.43 -0.419
C -3.9378 0.2612 -0.3483 -0.83 -0.22 -0.28 -0.002
C -2.7934 1.1830 -0.6047 -0.31 0.79 0.72 -0.563
C 3.7484 -1.6566 0.6502 0.75 -0.11 1.18 -0.045
H -3.9209 -0.2197 0.6140 0.37 0.19 0.48 0.083
H 4.0282 -2.6870 0.8668 -0.14 -0.03 -0.37 0.100
H -3.5699 1.8962 -2.3762 -0.02 0.12 0.15 0.116
H -4.9113 0.7384 -0.4649 0.13 0.28 0.04 0.094
H 1.8392 -2.3704 1.1077 -0.35 0.10 -0.04 0.157
H 4.2847 -1.0940 1.4175 0.13 0.20 -0.29 0.094
H -2.1081 2.6255 -1.8114 -0.11 0.09 -0.10 0.116
H -0.2319 -1.1706 0.6155 0.00 -0.10 -0.18 0.143
H -3.9595 -0.5425 -1.0576 0.19 -0.50 -0.67 0.080
H 2.9815 1.0691 1.1273 0.32 -0.22 -0.04 0.117
H 2.6164 0.9987 -0.5334 0.06 0.28 -0.16 0.120
H 4.0704 -1.3617 -0.3433 -0.13 -0.03 -0.06 0.097
H -0.0624 0.5214 0.2848 -0.59 0.11 0.17 0.089
```
Positions in Å, forces in eV/Å.

The calculated total energy is -12361.9356 eV. As for the HOMO energy: -13.21 eV. The frontier orbital gap comes out at 0.384 hartree. As for the net charge: +1. The max |F| is 1.40 eV/Å. Its energy relative to the best compared isomer or geometry (same formula, charge and spin) is 91.9 kJ/mol. Its molar mass is 133.18 g/mol.



# 5
Here is a single C4H13N5 molecule from the Open Molecules 2025 dataset. Energies are from the ωB97M-V functional and the def2-TZVPD basis.

```
22
Properties=species:S:1:pos:R:3:forces:R:3:lowdin_charge:R:1
N 0.1103 0.8556 -1.5509 -3.05 0.37 1.70 -0.057
N -1.7751 0.0991 -0.1750 3.50 0.86 -2.79 -0.046
N 0.2790 0.3142 0.9377 1.06 -0.78 -2.39 -0.193
N -2.2170 -0.2782 1.0279 -3.29 0.28 1.49 -0.080
N 1.0650 1.4763 1.0117 1.89 -1.70 -0.57 0.049
C 1.1181 -0.9273 1.0223 -2.50 -0.17 0.73 -0.218
C 1.2114 0.3680 -2.2421 5.01 -2.02 0.28 -0.180
C -0.4863 0.3245 -0.3281 -1.60 -0.01 1.46 -0.347
C 0.2604 -2.0593 0.3543 1.23 -1.51 1.47 -0.113
H -0.8564 -2.0527 0.6365 1.95 -0.19 -0.63 0.076
H 1.9366 -0.9349 0.3528 1.50 0.75 -0.18 0.067
H 1.3093 -0.7847 -2.5061 -0.69 2.08 0.33 0.103
H 0.8228 -2.9811 0.7611 -1.39 0.81 -0.69 0.089
H 0.5214 -2.0520 -0.7388 -0.90 0.00 0.98 0.060
H 1.6315 0.9541 -3.1430 -1.54 -0.61 1.31 0.105
H 0.5982 2.0356 1.6269 -1.06 2.49 1.36 0.039
H 1.4291 -1.0647 2.1154 -0.49 -0.02 -1.65 0.129
H -1.6538 0.0758 1.8856 -1.46 -0.53 -1.87 0.124
H 1.3218 1.8626 0.1109 -0.40 0.22 0.20 0.071
H -0.6361 1.1035 -2.1443 -1.08 0.34 -0.65 0.096
H -3.3389 -0.2050 0.9303 3.74 0.01 1.28 0.148
H 2.0573 0.5391 -1.4854 -0.45 -0.66 -1.18 0.078
```
Positions in Å, forces in eV/Å.

The calculated total energy is -11805.0986 eV. As for the HOMO energy: -7.77 eV. The frontier orbital gap comes out at 0.323 hartree. Its SMILES is CCN(N)/C(=N\N)NC. The max |F| is 5.41 eV/Å. Its energy relative to the best compared isomer or geometry (same formula, charge and spin) is 369.6 kJ/mol. Its molar mass is 131.18 g/mol.



# 6
Here is 2 unconnected molecules or ions with the total composition C4H13N5O from the Open Molecules 2025 dataset. Energies are from the ωB97M-V functional and the def2-TZVPD basis.

```
23
Properties=species:S:1:pos:R:3:forces:R:3:lowdin_charge:R:1
O -0.9680 -0.9752 -1.5155 -0.02 1.23 1.26 0.022
N 1.0586 -0.5044 -0.3977 -2.03 -1.61 -0.60 -0.234
N -0.7995 -1.6705 0.6412 -0.51 1.31 0.79 0.163
N -1.8714 1.1870 1.6496 -0.28 -0.90 0.78 0.073
N 0.1796 1.4674 0.5850 -3.24 -0.04 0.22 0.130
N -1.8641 1.6542 -0.6258 -0.48 -1.18 -0.65 0.112
C -1.1164 1.2132 0.4682 2.61 5.47 1.26 -0.620
C 1.9247 -0.9333 0.6950 -0.57 0.32 -0.33 -0.098
C -0.4109 -0.8706 -0.4217 4.77 -3.50 -2.84 -0.549
C 1.7388 -0.4813 -1.6879 -0.49 -0.02 0.44 -0.083
H 1.0345 -0.2411 -2.4841 0.09 0.04 0.11 0.078
H -1.4911 1.2538 -1.4850 -0.02 0.27 0.04 0.082
H -2.8165 1.3069 -0.5600 -0.03 0.06 -0.06 0.092
H -0.7983 -1.1467 1.5140 0.06 -0.47 0.09 0.082
H 1.3919 -0.9741 1.6436 0.04 0.02 -0.12 0.068
H -1.2639 1.3601 2.4446 0.04 -0.16 -0.20 0.088
H 2.1884 -1.4542 -1.9138 0.08 -0.07 -0.09 0.083
H 2.7275 -0.2000 0.8062 0.02 -0.04 0.01 0.082
H 2.5356 0.2664 -1.6490 -0.01 0.02 -0.10 0.081
H -2.5714 1.9224 1.6611 -0.03 -0.27 -0.27 0.089
H -1.7147 -2.0648 0.4614 -0.07 0.18 0.02 0.109
H 2.3603 -1.9129 0.4805 0.06 -0.13 0.10 0.081
H 0.5464 1.7978 -0.3099 0.00 -0.54 0.15 0.069
```
Positions in Å, forces in eV/Å.

The calculated total energy is -13855.5879 eV. As for the HOMO energy: -7.64 eV. The frontier orbital gap comes out at 0.302 hartree. Its SMILES is CN(C)C(N)=O.N=C(N)N. The max |F| is 6.56 eV/Å. Its energy relative to the best compared isomer or geometry (same formula, charge and spin) is 210.5 kJ/mol. Its molar mass is 147.18 g/mol.



Question: Look up the max |F| of the sixth one.
Answer: 6.56 eV/Å